# 1
{
  "formula": "C45H50IrN6O5P3S5SbTe",
  "method": "ωB97M-V with the def2-TZVPD basis set",
  "symbols": ["Ir", "Te", "C", "C", "C", "N", "C", "C", "C", "P", "C", "C", "C", "C", "C", "C", "C", "C", "C", "C", "C", "C", "P", "C", "C", "C", "C", "C", "C", "C", "C", "C", "C", "C", "C", "H", "H", "H", "H", "H", "H", "H", "H", "H", "H", "H", "H", "H", "H", "H", "H", "H", "H", "H", "H", "H", "H", "H", "H", "S", "Sb", "S", "S", "S", "O", "N", "C", "C", "N", "C", "N", "C", "C", "C", "C", "O", "P", "O", "O", "O", "C", "C", "C", "C", "H", "H", "H", "H", "H", "H", "H", "H", "H", "H", "H", "H", "H", "H", "H", "H", "H", "H", "C", "N", "C", "C", "N", "C", "S", "H", "H", "H", "H", "H", "H", "H", "H"],
  "coordinates": [[1.2538, 0.2913, 1.0939], [-2.4501, -4.0565, 1.3738], [-4.2503, -3.6108, 2.3881], [-4.5547, -4.2017, 3.6069], [-5.7394, -3.8626, 4.2470], [-6.6187, -2.9825, 3.7735], [-6.3125, -2.4154, 2.6052], [-5.1650, -2.6965, 1.8813], [-1.8216, -2.1043, 0.9856], [-1.9465, -1.5213, -0.6196], [-3.3470, -2.2582, -1.5512], [-3.1077, -3.4663, -2.2089], [-4.1021, -4.0841, -2.9464], [-5.3591, -3.5017, -3.0480], [-5.6061, -2.2955, -2.4143], [-4.6043, -1.6781, -1.6756], [-2.3472, 0.2510, -0.4824], [-3.3770, 0.6665, 0.2603], [-3.9920, 1.9941, 0.0494], [-3.4246, 2.9077, -0.7349], [-2.0487, 2.6790, -1.2730], [-1.6089, 1.2042, -1.3536], [-0.3093, -1.5949, 1.8244], [0.8112, -3.0448, 1.8864], [1.8144, -3.1481, 0.9282], [2.7451, -4.1828, 0.9729], [2.6704, -5.1335, 1.9773], [1.6695, -5.0585, 2.9406], [0.7552, -4.0168, 2.8817], [-0.8460, -1.3740, 3.5631], [0.0818, -1.2002, 4.5893], [-0.3369, -0.9521, 5.8839], [-1.6949, -0.8823, 6.1756], [-2.6251, -1.0446, 5.1619], [-2.2002, -1.2840, 3.8597], [-3.8675, -4.8937, 4.0764], [-5.9808, -4.3097, 5.2055], [-7.0290, -1.6974, 2.2203], [-4.9853, -2.2018, 0.9372], [-2.1313, -3.9308, -2.1348], [-3.8923, -5.0221, -3.4438], [-6.1383, -3.9822, -3.6264], [-6.5752, -1.8206, -2.5015], [-4.8053, -0.7172, -1.2223], [-3.8437, -0.0237, 0.9558], [-4.9516, 2.1873, 0.5128], [-3.9110, 3.8559, -0.9240], [-1.9135, 3.1448, -2.2490], [-1.5398, 0.8292, -2.3699], [2.6955, -2.1091, -0.4573], [3.5183, -4.2265, 0.2158], [3.3992, -5.9348, 2.0078], [1.6071, -5.7934, 3.7313], [-0.0140, -3.9457, 3.6416], [1.1443, -1.2245, 4.3740], [0.4025, -0.7623, 6.6483], [-2.0202, -0.6723, 7.1870], [-3.6854, -0.9742, 5.3731], [-2.9200, -1.3833, 3.0580], [2.1546, 1.7506, 6.2324], [2.6643, 2.1977, 4.0075], [2.9145, -0.4202, 2.4435], [0.5714, 1.6314, 2.7500], [2.6499, 4.4773, 3.5946], [1.8345, -2.1968, -0.0327], [-0.6472, -1.7544, -1.5556], [-0.5007, -1.7807, -2.8835], [-1.3706, -1.1670, -3.8379], [-2.0991, -0.6517, -4.5759], [0.5964, -2.5233, -3.4346], [1.4648, -3.1376, -3.8831], [3.8320, -0.6170, -4.6584], [3.1716, 0.7090, -4.3144], [4.1535, 1.8641, -4.4530], [1.9381, 0.9470, -5.1681], [2.6434, 0.6363, -2.9816], [3.5085, 0.6900, -1.6389], [4.7931, -0.0406, -1.7507], [2.5316, 0.2767, -0.5737], [3.7175, 2.2753, -1.5000], [4.6555, 2.8834, -0.5905], [6.0552, 2.7617, -1.1706], [4.2110, 4.3340, -0.5186], [4.5532, 2.2290, 0.7745], [4.2532, -0.5624, -5.6659], [3.1070, -1.4311, -4.6242], [4.6284, -0.8317, -3.9470], [4.4409, 1.9499, -5.5034], [5.0509, 1.6936, -3.8579], [3.7006, 2.8012, -4.1274], [2.2084, 0.9633, -6.2265], [1.4740, 1.8997, -4.9075], [1.2070, 0.1541, -5.0054], [6.1195, 3.2922, -2.1232], [6.3131, 1.7151, -1.3358], [6.7693, 3.2081, -0.4760], [4.1873, 4.7695, -1.5194], [4.9004, 4.9085, 0.1028], [3.2179, 4.4048, -0.0741], [4.8463, 1.1782, 0.7438], [3.5295, 2.2935, 1.1460], [5.1964, 2.7530, 1.4845], [0.5297, 4.2924, -2.0536], [-0.2588, 4.4091, -0.8407], [0.4790, 4.9653, 0.2927], [-0.4618, 4.6875, 1.4508], [-1.2408, 3.5388, 0.9817], [-0.9233, 3.2576, -0.3577], [0.0479, 1.5587, -0.6901], [1.3975, 3.6331, -1.9243], [0.8821, 5.2847, -2.3374], [-0.0654, 3.9000, -2.8778], [0.6630, 6.0284, 0.1366], [1.4439, 4.4588, 0.4413], [-1.1150, 5.5412, 1.6466], [0.0948, 4.4432, 2.3569], [-1.1884, 2.7343, 1.5930]],
  "forces_ev_per_a": [[-0.1578, 0.4910, 0.5187], [0.0394, -0.0298, -0.0113], [-0.0224, 0.0836, 0.0129], [-0.0799, -0.0165, 0.0277], [0.0558, -0.0079, -0.0076], [0.0263, -0.0036, -0.0436], [0.0010, -0.0099, -0.0076], [-0.0511, 0.0255, 0.0718], [0.4452, -0.3654, -0.1290], [0.0437, 0.2863, -0.2748], [-0.1065, -0.0317, 0.1739], [0.1129, -0.0732, 0.0900], [-0.0399, 0.0247, -0.0088], [0.0317, -0.0022, 0.0212], [0.0300, -0.0059, -0.0028], [0.0229, 0.1142, -0.0363], [-0.0188, -0.0891, -0.1431], [-0.2217, 0.2094, -0.0169], [0.1317, -0.2498, 0.0748], [0.1111, -0.0975, 0.0999], [-0.1049, 0.1354, -0.1139], [-0.1054, 0.0171, 0.0123], [-0.3487, 0.0216, -0.0278], [-0.1972, 0.0077, 0.2980], [0.2247, 0.0961, -0.3432], [-0.0473, -0.0504, 0.0204], [-0.0579, 0.0597, -0.0082], [0.0442, 0.1102, -0.1716], [-0.0773, -0.0213, 0.2309], [0.0900, -0.1175, -0.0980], [0.0848, -0.0310, -0.0827], [-0.0715, 0.0141, 0.0484], [0.0641, 0.0096, -0.0412], [0.0122, -0.0173, -0.0653], [-0.0677, 0.0668, 0.0138], [0.0084, -0.0201, 0.0091], [-0.0185, -0.0190, 0.0282], [-0.0318, 0.0234, 0.0042], [0.0098, 0.0207, -0.0593], [-0.0207, 0.0315, 0.0045], [-0.0017, -0.0106, -0.0118], [0.0015, -0.0069, -0.0108], [-0.0052, 0.0004, 0.0000], [0.0103, 0.0050, 0.0537], [-0.0418, 0.0035, -0.0139], [-0.0143, -0.0208, 0.0181], [0.0281, 0.0395, 0.0236], [-0.1690, 0.0241, -0.0281], [0.0839, -0.0012, -0.1094], [0.1288, 0.1084, -0.0370], [0.0246, -0.0037, -0.0025], [0.0033, 0.0096, 0.0033], [-0.0055, -0.0207, 0.0222], [0.0271, 0.0414, -0.0192], [0.0023, 0.0016, 0.0122], [0.0388, -0.0003, 0.0233], [-0.0075, -0.0009, 0.0166], [-0.0223, -0.0069, -0.0015], [-0.0064, -0.0048, 0.0266], [0.2074, -0.1022, -0.5601], [-0.2622, 0.3153, 1.0816], [-0.1709, -0.1187, -0.2350], [0.0175, -0.1245, -0.3525], [0.0938, -0.1103, -0.2328], [-0.1326, -0.4308, 0.1580], [-0.1707, 0.0071, 0.2467], [0.0924, -0.0307, -0.3242], [0.1739, -0.1777, 0.2770], [-0.0377, 0.0593, -0.0581], [-0.2769, 0.3073, 0.1448], [0.0374, -0.1081, -0.0500], [0.0615, -0.0814, -0.1551], [-0.0049, -0.0633, 0.0669], [0.0629, 0.0463, -0.1148], [-0.0129, 0.0070, -0.1899], [-0.1655, 0.0676, 0.2941], [0.0352, 0.0381, -0.1984], [-0.0496, -0.0303, 0.1263], [0.2213, -0.4904, 0.0484], [-0.1452, 0.1518, -0.2752], [-0.1074, -0.0751, -0.0133], [0.1617, 0.0274, 0.0196], [0.1242, 0.0926, 0.1087], [0.1451, 0.0800, 0.1816], [0.0040, -0.0285, -0.0342], [0.0130, 0.0570, 0.0127], [0.0046, 0.0427, -0.0159], [0.0337, 0.0445, -0.0162], [-0.0168, -0.0481, -0.0008], [-0.0298, -0.0066, -0.0128], [-0.0218, 0.0014, -0.0165], [0.0038, 0.0170, 0.0177], [0.0266, -0.0078, 0.0076], [-0.0237, 0.0231, -0.0181], [-0.0478, 0.0382, 0.0544], [0.0635, 0.0143, -0.0070], [-0.0006, -0.0073, -0.0407], [-0.0188, 0.0149, 0.0177], [0.1992, -0.0154, -0.0437], [0.0285, 0.0053, -0.0525], [0.0278, 0.0391, -0.0528], [-0.0219, -0.0020, 0.0207], [0.0518, -0.0205, -0.0298], [0.0856, 0.0202, -0.1356], [-0.0309, 0.0252, 0.0718], [0.1650, -0.1121, 0.1227], [-0.2436, 0.0691, 0.0097], [0.0019, -0.1745, -0.1250], [0.3381, -0.1490, 0.2044], [0.0114, 0.0369, 0.0162], [-0.0208, 0.0318, 0.0140], [-0.0467, -0.0148, -0.0007], [0.0702, 0.0069, -0.0101], [-0.2277, -0.0160, 0.0366], [-0.0625, -0.0057, -0.0115], [-0.0239, 0.0588, 0.0033], [-0.0076, 0.0592, -0.0134]],
  "mulliken_charge": [2.040, 0.251, -0.028, -0.334, -0.363, -0.688, -0.416, 0.152, -1.652, 0.867, 0.792, -0.480, -0.699, -0.630, -0.706, -0.388, 0.183, -0.870, -0.937, -1.182, -0.260, 0.250, 2.093, 0.352, -0.549, -0.685, -0.557, -0.942, -0.054, 0.572, -0.359, -0.653, -0.772, -0.756, -1.031, 0.361, 0.358, 0.382, 0.326, 0.387, 0.403, 0.365, 0.407, 0.321, 0.519, 0.439, 0.383, 0.409, 0.208, -0.077, 0.550, 0.367, 0.443, 0.505, 0.392, 0.457, 0.360, 0.476, 0.474, -0.687, 0.512, -0.474, -0.601, -0.633, 0.327, -0.351, 1.801, -0.136, -0.843, -0.293, -0.866, -1.554, 1.728, -1.667, -1.504, 0.741, -1.091, -0.999, 0.981, 0.343, 1.781, -2.108, -1.167, -0.992, 0.403, 0.266, 0.308, 0.572, 0.286, 0.183, 0.396, 0.239, 0.197, 0.375, 0.309, 0.475, 0.320, 0.410, 0.118, 0.268, -0.421, 0.632, -1.009, 0.055, 0.227, -0.579, -0.085, 0.194, -0.338, 0.222, 0.444, 0.234, 0.557, -0.815, 0.246, 0.187, 0.101],
  "mol_weight_g_mol": 1449.766,
  "e_lumo_ev": [3.39, 2.79],
  "de_lowest_kcal_mol": 0.0,
  "e_tot_ha": -6077.2973,
  "spin_multiplicity": 6,
  "charge": -2,
  "s2": 8.79,
  "orbital_gap_ha": [0.2021, 0.2023]
}

# 2
{
  "formula": "C20H21N6O4RuSe",
  "method": "ωB97M-V with the def2-TZVPD basis set",
  "symbols": ["Ru", "O", "N", "O", "C", "C", "C", "C", "C", "C", "N", "C", "C", "N", "C", "C", "C", "C", "H", "H", "H", "H", "H", "H", "H", "N", "C", "C", "C", "O", "O", "H", "H", "H", "H", "H", "H", "C", "N", "C", "C", "N", "C", "C", "Se", "H", "H", "H", "H", "H", "H", "H", "H"],
  "coordinates": [[0.1934, -0.9452, -0.7043], [6.4249, -0.5625, 2.4820], [5.5850, -1.0212, 3.2055], [5.7094, -1.4679, 4.3023], [4.1908, -1.0234, 2.6752], [3.1907, -1.1343, 3.5909], [1.8271, -1.1184, 3.1887], [0.7450, -1.3013, 4.0708], [-0.5297, -1.3467, 3.5488], [-0.7264, -1.1879, 2.1743], [0.2753, -0.9746, 1.3341], [1.5366, -0.9527, 1.8174], [2.5881, -0.7945, 0.8605], [2.2128, -0.6205, -0.4369], [3.1702, -0.5022, -1.3566], [4.5251, -0.6204, -1.0474], [4.9212, -0.8359, 0.2563], [3.9436, -0.8727, 1.2697], [3.4340, -1.2475, 4.6404], [0.9229, -1.4188, 5.1293], [-1.3835, -1.5137, 4.1867], [-1.7242, -1.2397, 1.7500], [2.8653, -0.3091, -2.3803], [5.2602, -0.5622, -1.8352], [5.9721, -0.9627, 0.4932], [0.2984, -1.2250, -2.8641], [-0.9587, -1.8458, -3.3414], [-1.2873, -3.1150, -2.5674], [-2.0546, -2.8000, -1.2379], [-2.9706, -3.4730, -0.8810], [-1.5882, -1.7407, -0.6572], [0.4780, -0.3847, -3.4236], [1.0610, -1.8759, -3.0883], [-0.8798, -2.0984, -4.4061], [-1.7734, -1.1160, -3.2342], [-0.3823, -3.6710, -2.2894], [-1.9327, -3.7801, -3.1396], [-5.1130, 1.9045, -1.8505], [-4.2124, 2.8552, -1.2572], [-4.4776, 4.1543, -1.0352], [-3.3738, 4.7085, -0.4200], [-2.4554, 3.7311, -0.2770], [-1.1728, 3.8513, 0.3581], [-2.9575, 2.5858, -0.8050], [-2.1671, 0.8999, -0.9552], [-6.0824, 2.3751, -2.0077], [-5.2454, 1.0403, -1.1955], [-4.7345, 1.5586, -2.8150], [-5.4062, 4.6213, -1.3125], [-3.2202, 5.7198, -0.0920], [-1.0396, 4.8687, 0.7199], [-0.3731, 3.6201, -0.3480], [-1.1106, 3.1661, 1.2059]],
  "forces_ev_per_a": [[-1.1453, -0.8118, -0.6491], [0.8634, 0.3670, -0.2193], [-1.1539, -0.1676, -0.2901], [0.4823, -0.2434, 0.8070], [-0.5837, 0.0088, 0.4543], [0.5879, 0.0562, -0.2289], [-0.2509, 0.0441, -0.8680], [-0.1952, 0.0299, -0.3551], [0.2427, 0.0337, 0.0756], [-0.4748, 0.0604, 0.2385], [-0.0815, 0.0428, 0.4192], [0.6824, -0.0334, 0.6155], [0.6369, -0.1770, 0.9266], [-0.0222, -0.0856, -0.0857], [0.4529, 0.0641, -0.3884], [-0.3196, -0.0243, 0.0621], [0.1032, 0.0643, -0.3306], [-0.6735, 0.0751, -0.1700], [0.0838, -0.0061, -0.0469], [0.0004, -0.0410, 0.1112], [-0.0851, -0.0091, 0.0068], [0.1272, -0.0317, 0.0037], [-0.0070, -0.0736, 0.1165], [-0.0107, 0.0429, -0.0941], [-0.2409, 0.0433, -0.0578], [0.4722, 0.3592, 0.2240], [-0.7898, -0.5261, -0.5417], [-0.5655, 0.2031, 0.9189], [-0.4095, -3.1585, -3.0931], [0.1235, 0.6423, 0.6049], [2.1242, 2.6889, 1.7943], [-0.0177, -0.1592, 0.2144], [-0.1698, 0.2080, 0.0803], [0.1512, 0.2105, 0.1867], [0.2682, -0.1134, -0.0859], [-0.0261, -0.0484, -0.1809], [0.1359, 0.0242, -0.0424], [-0.7815, -0.8908, -0.5746], [0.5474, 0.6467, 0.4437], [-0.0769, 0.0825, -0.0292], [0.0388, 0.0031, 0.0453], [-0.8533, 0.0267, -0.4105], [1.0064, 0.0524, 0.4606], [0.7082, -1.0947, -0.0623], [-0.7924, 1.0517, -0.0837], [0.1208, 0.0370, 0.0537], [0.0413, 0.1841, -0.0249], [0.0154, 0.1244, 0.1210], [-0.0956, -0.0034, -0.0284], [0.0790, 0.1118, 0.0849], [-0.0710, -0.0436, -0.0585], [-0.1334, 0.0589, 0.0124], [-0.0689, 0.0945, -0.0823]],
  "mulliken_charge": [0.967, -0.585, 1.033, -0.537, -0.268, -0.621, 0.791, -0.492, -1.108, -0.213, -0.284, 0.076, 0.448, -0.437, -0.104, -1.019, -0.317, 0.531, 0.600, 0.540, 0.458, 0.591, 0.537, 0.457, 0.613, -0.382, -0.516, -0.735, 0.477, -0.488, -0.191, 0.283, 0.361, 0.481, 0.229, 0.328, 0.362, -0.797, 0.184, -0.216, -0.256, 0.193, -0.786, -0.266, 0.097, 0.309, 0.374, 0.352, 0.482, 0.466, 0.315, 0.329, 0.353],
  "mol_weight_g_mol": 589.456,
  "e_lumo_ev": [-9.59, -11.99],
  "e_tot_ha": -3899.4733,
  "spin_multiplicity": 5,
  "charge": 3,
  "s2": 6.04,
  "orbital_gap_ha": [0.3076, 0.2194]
}